ORCA calculation (the ωB97M-V functional and the def2-TZVPD basis) on one molecule with the formula C18H27NO3 in a non-equilibrium geometry.

Properties
Energy relative to the best compared isomer or geometry (same formula, charge and spin) = 420.0 kcal/mol
Total energy = -26719.68617 eV
Multiplicity = 1
Structure (SMILES) = COc1ccc(NC(=O)CCCC2CCCCC2)c(OC)c1
LUMO energy = 0.70 eV

Geometry as XYZ:
```
49
C18H27NO3, DFT the ωB97M-V functional and the def2-TZVPD basis
H -4.939 0.855 -0.449
O 2.517 0.939 2.176
H -2.353 -1.792 -1.526
C 4.357 -0.488 -1.613
H -3.790 -0.914 -1.706
N 1.361 1.522 0.051
H -6.176 -2.425 0.483
C 0.675 1.914 -0.995
C -0.453 2.933 -0.545
H -2.570 -0.529 0.805
H 4.900 -0.785 1.824
H -6.101 -1.469 -0.916
C -5.478 -1.699 -0.020
C -4.247 -2.194 -0.674
H 2.513 0.839 4.191
H 4.829 -0.665 -2.381
H -4.467 -3.239 -1.138
C 2.507 0.664 -0.032
C -4.335 0.626 0.287
C -3.051 -0.055 -0.048
H 3.170 -0.761 3.346
C -5.286 -0.756 0.953
C 3.186 0.381 0.875
H 1.062 1.775 0.816
H 4.174 0.572 3.393
H -1.149 3.289 -1.282
C 4.309 -0.366 0.849
H -1.384 0.405 -1.054
C 6.760 -1.852 -1.318
H 6.086 -2.386 -2.126
H 7.183 -0.989 -1.984
H -4.863 -0.986 1.737
H -2.748 1.484 -1.475
H -0.254 3.440 0.252
H -6.229 0.013 1.189
C -1.580 1.934 0.328
C -2.152 0.843 -0.852
O 0.809 1.914 -2.156
H -4.161 1.233 1.101
H -3.714 -2.594 0.482
H 7.717 -2.574 -1.066
H -2.503 2.561 0.859
C 3.115 0.359 -1.357
H 2.856 0.712 -2.332
O 6.235 -1.384 -0.232
C 3.040 0.441 3.280
C -3.386 -1.277 -0.892
H -0.983 1.298 1.206
C 4.989 -0.764 -0.313
```